Record 1
The following is a DFT calculation (the ωB97M-V functional and the def2-TZVPD basis) of a cluster of 2 separate species, C23H29NO5 in total in a non-equilibrium geometry.

Cartesian coordinates (Å):
1 C 3.5188 3.0857 1.8075
2 C 2.0052 3.3108 2.3699
3 H 1.5388 4.1756 1.8113
4 H 2.0857 3.5656 3.4612
5 O 1.1080 2.3974 2.2176
6 C 0.0298 2.5441 1.9517
7 O -0.3806 3.6202 2.0826
8 C -0.7899 1.3370 1.4509
9 C -2.0736 1.3277 1.1790
10 N -2.6838 0.0392 0.9290
11 C -1.9211 -1.1678 0.7876
12 C -0.6973 -1.1099 1.1387
13 C -0.1616 -2.4178 1.6025
14 O 1.1792 -2.6430 1.7306
15 C -0.9716 -3.6662 1.2434
16 H -0.0827 -4.5619 1.0233
17 C -2.0309 -3.5767 0.4452
18 C -2.8122 -4.8173 0.3062
19 H -3.3831 -5.1156 1.1044
20 H -2.1778 -5.7208 -0.1016
21 H -3.7608 -4.6044 -0.4883
22 C -1.2504 -3.2923 -1.1787
23 H -0.7954 -4.1817 -1.5560
24 H -0.6399 -2.4548 -1.1260
25 H -2.4270 -3.0435 -2.0730
26 C -2.9126 -2.4374 0.7342
27 H -3.6880 -2.1053 0.1958
28 H -3.3717 -2.6881 1.5310
29 H -1.1529 -3.9928 2.3121
30 C 0.1807 -0.0334 1.4261
31 C 0.9822 0.1237 -0.0030
32 C 2.2896 0.0646 0.1487
33 C 3.1459 0.0236 -1.0152
34 C 2.5034 0.3965 -2.0887
35 C 1.1488 0.5374 -2.1986
36 C 0.4379 0.2906 -1.2827
37 H -0.8321 0.5851 -1.1925
38 O 0.8612 0.6098 -3.4592
39 C -0.7120 0.9347 -3.7096
40 C -0.8500 1.2376 -5.2418
41 H -0.6169 0.2573 -5.6217
42 H -1.7986 1.3431 -5.3024
43 H -0.4141 2.1921 -5.4091
44 H -1.0605 1.8416 -2.9130
45 H -1.2648 0.1425 -3.4412
46 O 3.1715 0.3386 -3.2635
47 H 2.6436 0.5631 -3.9424
48 H 4.1341 -0.1494 -0.7997
49 H 2.7745 -0.2421 0.9903
50 H 0.9520 -0.0056 2.1650
51 H -3.6836 0.0568 0.6615
52 C -2.9776 2.4281 1.2295
53 H -4.1297 2.0464 0.9591
54 H -2.8860 2.7920 2.3901
55 H -2.5672 3.0562 0.7063
56 H 4.0837 2.1319 2.2278
57 H 3.3588 3.0535 0.7448
58 H 4.2082 4.0698 1.9564

Output
E, eV: -36031.9566
Energy relative to the best compared isomer or geometry (same formula, charge and spin), kJ/mol: 1753.3

Record 2
The following is a DFT calculation (the ωB97M-V functional and the def2-TZVPD basis) of a structure of composition CuH10O5 in a non-equilibrium geometry.

Cartesian coordinates (Å):
1 Cu -0.3548 -0.1701 -0.3672
2 O -0.8808 0.8809 -1.9972
3 H -0.7058 1.7809 -2.1992
4 H -0.8398 0.5769 -2.8962
5 O -0.5778 -1.9001 -1.1012
6 H 0.1072 -2.4271 -1.5312
7 H -1.3498 -2.4841 -0.9532
8 O 1.2152 0.4259 3.0838
9 H 0.9662 -0.0251 2.2788
10 H 1.8802 -0.1831 3.4918
11 O -1.1698 0.4639 1.1178
12 H -1.1628 1.3489 1.5588
13 H -1.6658 -0.0501 1.8138
14 O 1.4752 0.4089 -0.4222
15 H 1.3702 1.3279 -0.6522
16 H 1.6932 0.0259 -1.2252

Output
E, eV: -55032.5582
Charge: +1
Energy relative to the best compared isomer or geometry (same formula, charge and spin), kJ/mol: 149.4

Record 3
The following is a DFT calculation (the ωB97M-V functional and the def2-TZVPD basis) of the molecule C19H21ClN2O5S2 in a non-equilibrium geometry.

Cartesian coordinates (Å):
1 C 1.2787 -2.5813 -3.6974
2 S -0.1131 -2.1915 -2.6119
3 O -0.9421 -3.3654 -2.5352
4 O -0.7518 -0.9876 -3.0400
5 N 0.5799 -1.9993 -1.1067
6 C 0.4694 -3.1182 -0.1908
7 C -0.7283 -2.9142 0.7574
8 O -0.6006 -2.6573 1.9355
9 N -1.9014 -3.0124 0.1135
10 C -3.1852 -2.7238 0.7097
11 C -3.9434 -1.6464 -0.0660
12 S -3.6026 0.0594 0.4897
13 C -1.9301 0.3552 -0.2171
14 C -1.1323 1.2096 0.7119
15 C -0.8431 0.7640 1.9978
16 C -0.1518 1.5731 2.8787
17 C 0.2727 2.8328 2.4902
18 C 0.0132 3.2573 1.1986
19 Cl 0.5766 4.8085 0.6817
20 C -0.6923 2.4628 0.3107
21 C 1.2557 -0.8261 -0.7300
22 C 1.5407 0.1503 -1.6789
23 C 2.2410 1.3099 -1.3541
24 C 2.6680 1.4541 -0.0594
25 C 2.3700 0.4866 0.8996
26 C 1.6603 -0.6494 0.6029
27 O 2.8912 0.8655 2.1030
28 C 3.5459 2.0966 1.8712
29 O 3.3878 2.4639 0.5184
30 H 2.0843 -1.8859 -3.5042
31 H 1.5780 -3.5975 -3.4784
32 H 0.9341 -2.4980 -4.7204
33 H 0.3069 -4.0155 -0.7889
34 H 1.3895 -3.2262 0.3864
35 H -1.8900 -3.2509 -0.8724
36 H -3.7842 -3.6420 0.7243
37 H -3.0076 -2.4061 1.7403
38 H -5.0152 -1.7612 0.0883
39 H -3.7261 -1.7082 -1.1328
40 H -1.4717 -0.6216 -0.3374
41 H -2.0483 0.8170 -1.1966
42 H -1.1640 -0.2182 2.3090
43 H 0.0615 1.2231 3.8767
44 H 0.7943 3.4788 3.1794
45 H -0.8972 2.8189 -0.6870
46 H 1.1779 0.0449 -2.6850
47 H 2.4434 2.0618 -2.0972
48 H 1.4119 -1.3410 1.3874
49 H 4.6191 1.9902 2.1008
50 H 3.1113 2.8733 2.5174

Output
E, eV: -67454.3099
SMILES: CS(=O)(=O)N(CC(=O)NCCSCc1cccc(Cl)c1)c1ccc2c(c1)OCO2
Energy relative to the best compared isomer or geometry (same formula, charge and spin), kJ/mol: 120.8

Among the records above, which one has the lowest E? C19H21ClN2O5S2

energy relative to the best compared isomer or geometry (same formula, charge and spin) of number 2 (CuH10O5)? 149.4 kJ/mol

Which of these has the lowest energy relative to the best compared isomer or geometry (same formula, charge and spin)? C19H21ClN2O5S2